Record 1
Computed, not measured: C12H19NOV as an isolated structure in a non-equilibrium geometry, with ωB97M-V with the def2-TZVPD basis set.

Values from the calculation:
* net charge: -2
* multiplicity: 4
* <S²>: 3.781

Last column: Löwdin charge in e.
CARTESIAN COORDINATES (ANGSTROEM)
H: 2.302 0.862 3.120  0.069
H: 0.219 -1.998 -1.386  0.036
H: -2.437 2.672 -0.258  0.084
V: -0.950 0.352 -0.183  0.552
C: -0.217 2.309 -0.101  -0.266
H: -3.378 -1.996 -2.421  0.005
H: -3.076 0.120 0.731  -0.115
C: 0.012 1.487 -2.235  -0.195
H: -0.510 -0.432 3.028  0.053
H: 0.466 1.195 -3.191  0.092
C: -1.324 -2.315 -3.050  -0.384
C: -0.296 -1.714 -2.399  -0.192
C: 1.711 0.959 2.193  -0.070
C: 0.373 -1.044 2.817  -0.076
O: 0.552 -0.378 0.491  -0.343
H: 3.240 -0.795 0.958  0.073
H: 0.046 -2.044 2.512  0.079
H: 2.354 1.412 1.432  0.072
H: 2.992 -1.299 2.641  0.066
H: 0.445 -1.107 -2.903  -0.028
C: -2.601 -2.404 -3.103  -0.239
N: -2.126 0.443 1.043  -0.294
H: 1.805 1.887 -0.972  0.101
H: -3.148 -2.895 -3.903  -0.027
H: 0.029 2.776 0.857  0.086
C: -1.516 2.315 -0.725  -0.260
C: 2.519 -1.252 1.644  -0.075
H: -2.191 1.587 -2.751  0.090
H: 0.869 1.624 2.403  0.066
H: 0.954 -1.154 3.746  0.062
H: 2.309 -2.276 1.325  0.076
C: 0.710 1.816 -1.070  -0.192
C: -1.382 1.706 -2.019  -0.196
C: 1.246 -0.419 1.730  -0.710

---

Record 2
Computed, not measured: CHF2IO as an isolated structure in a non-equilibrium geometry, with ωB97M-V with the def2-TZVPD basis set.

Values from the calculation:
* net charge: 0
* multiplicity: 1

Last column: Löwdin charge in e.
CARTESIAN COORDINATES (ANGSTROEM)
H: -0.367 0.026 0.030  0.164
I: 3.511 0.050 0.057  1.079
F: 0.807 2.153 -0.294  -0.492
C: 0.653 0.107 0.391  -0.350
O: 1.581 -0.452 -0.262  -0.514
F: 0.789 0.390 1.657  0.113

---

no.,E (hartree)
1,-1542.37442
2,-611.25229